Record 1
73
Properties=species:S:1:pos:R:3:forces:R:3:mulliken_charge:R:1 method="wB97M-V/def2-TZVPD" gap_ev="8.959 / 6.040" multiplicity=2 lumo_energy_ev="-3.431 / -6.349" total_charge=+1
Ir -0.69265 -0.87070 0.28964 0.0 0.4 0.2 2.818
F -4.11117 -3.23584 -1.80059 0.0 0.0 0.0 -0.152
C -3.30706 -4.24033 -1.50406 0.0 0.1 0.0 0.530
F -4.01706 -5.32300 -1.25057 0.0 -0.1 0.0 -0.189
F -2.48022 -4.46761 -2.51457 0.0 0.0 0.0 -0.202
S -2.33630 -3.78962 -0.00023 -0.2 0.4 -0.2 1.130
O -1.54500 -2.61535 -0.51854 0.1 -0.5 0.6 -0.823
O -3.24093 -3.44047 1.05007 0.1 -0.1 -0.1 -0.658
N -1.54727 -5.09998 0.16912 0.1 0.0 0.1 -0.488
S -0.12659 -5.28984 0.83577 0.0 -0.1 -0.2 1.060
O 0.40314 -4.04046 1.33246 0.3 -0.2 -0.1 -0.575
O -0.08126 -6.45250 1.64858 0.0 0.0 0.0 -0.636
C 0.88070 -5.68459 -0.65856 0.0 0.0 -0.1 0.676
F 0.99612 -4.59062 -1.42418 0.0 0.0 0.0 -0.170
F 0.32660 -6.64729 -1.37185 0.0 0.0 0.1 -0.225
F 2.10499 -6.05673 -0.27895 0.0 0.0 0.0 -0.215
B 0.69272 1.00453 2.96645 0.2 0.1 0.0 0.237
N -0.28262 -0.18829 3.11143 -0.3 -0.4 -0.2 -0.320
C -0.73336 -0.59210 4.28505 0.0 0.0 0.1 -0.113
C -1.23835 -1.89479 4.19455 0.0 0.0 0.1 -1.493
C -1.06887 -2.24316 2.89082 -0.1 0.2 -0.2 -0.368
N -0.47625 -1.21191 2.20474 -0.1 -0.3 0.5 0.592
N 0.55239 1.61344 1.54396 -0.1 0.0 0.1 -0.039
C 1.09851 2.76799 1.16046 0.0 0.0 0.0 -0.735
C 1.09949 2.83584 -0.22336 0.0 0.0 -0.1 -1.245
C 0.51882 1.65125 -0.63413 -0.1 0.0 0.1 -0.325
N 0.18045 0.92864 0.45233 0.4 0.0 -0.3 0.961
H 0.38572 1.82958 3.77884 0.0 0.0 0.0 -0.114
H 1.82424 0.60348 3.10621 0.0 0.0 -0.1 -0.138
H -0.64058 0.05803 5.13999 0.0 0.0 0.0 0.469
H -1.66585 -2.48729 4.98308 0.0 0.0 0.0 0.480
H -1.33580 -3.14286 2.37892 -0.1 0.1 0.1 0.426
H 1.46489 3.45845 1.90233 0.0 0.0 0.0 0.582
H 1.45569 3.63693 -0.84602 0.0 0.0 0.0 0.562
H 0.28082 1.29988 -1.62275 0.0 0.0 0.0 0.521
C -4.02247 6.10293 -1.34112 0.0 0.0 0.0 -1.423
C -3.73786 4.63566 -1.20577 0.0 0.0 0.0 0.892
C -4.47090 3.69438 -1.92172 0.0 0.0 0.0 -0.896
C -4.22572 2.33907 -1.77852 0.0 0.0 0.0 -0.663
C -3.22392 1.92822 -0.90908 0.1 0.1 0.0 -0.111
C -2.47524 2.84764 -0.17732 -0.1 0.0 0.1 -0.135
C -2.74167 4.19185 -0.33123 0.0 0.0 0.0 -1.053
S -2.91934 0.22477 -0.76595 0.1 0.0 0.3 1.584
O -2.52348 -0.04774 0.68988 0.0 0.0 -0.4 -0.926
O -4.03283 -0.49887 -1.25153 0.1 0.0 -0.1 -0.512
O -1.56413 -0.10597 -1.40939 -0.4 0.0 -0.3 -0.733
H -4.68399 6.30459 -2.18097 0.0 0.0 0.0 0.369
H -3.10076 6.66763 -1.48200 0.0 0.0 0.0 0.363
H -4.50154 6.48004 -0.43576 0.0 0.0 0.0 0.324
H -5.24948 4.02477 -2.59687 0.0 0.0 0.0 0.363
H -4.80326 1.60525 -2.32326 0.0 0.0 0.0 0.526
H -1.72318 2.51345 0.52275 0.0 0.0 0.0 0.619
H -2.17707 4.91669 0.24240 0.0 0.0 0.0 0.442
C 5.51212 2.88601 -2.01761 0.0 0.0 0.0 -1.463
C 4.71126 1.78156 -1.39003 0.0 0.0 0.0 0.980
C 4.05185 0.83663 -2.18094 0.0 0.0 0.0 -1.045
C 3.31694 -0.18449 -1.60992 0.0 0.0 0.0 -0.643
C 3.22964 -0.24810 -0.22355 0.0 0.0 0.0 0.798
C 3.85647 0.68690 0.58877 0.0 0.0 0.0 -0.440
C 4.60637 1.68942 -0.00448 0.0 0.0 0.0 -0.791
S 2.30809 -1.51430 0.57331 0.0 0.0 0.0 0.645
C 3.19340 -2.97629 0.09465 0.0 0.0 0.0 -1.171
O 0.99708 -1.68492 -0.29306 0.1 0.0 -0.1 -0.608
H 5.62659 2.73662 -3.08917 0.0 0.0 0.0 0.375
H 6.50419 2.94672 -1.57028 0.0 0.0 0.0 0.376
H 5.02522 3.85015 -1.86012 0.0 0.0 0.0 0.304
H 4.12807 0.89895 -3.25911 0.0 0.0 0.0 0.371
H 2.80846 -0.91160 -2.23157 0.0 0.0 0.0 0.445
H 3.76168 0.62621 1.66649 0.0 0.0 0.0 0.402
H 5.11397 2.41513 0.61914 0.0 0.0 0.0 0.438
H 3.26443 -3.02740 -0.98961 0.0 0.0 0.0 0.386
H 2.64232 -3.81777 0.50628 0.1 0.0 0.0 0.274
H 4.18061 -2.89650 0.54984 0.0 0.0 0.0 0.518

***

Record 2
17
Properties=species:S:1:pos:R:3:forces:R:3:nbo_charge:R:1 method="wB97M-V/def2-TZVPD" smiles="C=NNCCCS" gap_ev=9.613 lumo_energy_ev=0.967 total_charge=0
C 1.28127 0.43958 0.83563 -1.0 0.8 -1.0 -0.518
C 0.55986 1.60871 0.08976 1.0 -0.2 0.3 -0.418
C -0.92125 1.43572 -0.11701 -0.4 0.2 0.0 -0.244
C -1.95312 -1.10431 0.82024 -0.7 -0.3 0.6 -0.182
H 0.57908 -1.44766 -0.33519 0.2 -0.2 -0.2 0.149
H 0.56818 0.10516 1.57956 0.1 -0.5 0.3 0.211
H 2.12867 0.84904 1.35412 0.6 -0.1 0.1 0.224
H 0.66199 2.51579 0.70106 0.2 0.0 -0.1 0.207
H 1.05321 1.80025 -0.87375 0.0 0.0 0.2 0.206
H -1.42349 1.45723 0.85776 -0.1 -0.1 -0.3 0.195
H -1.25357 2.32172 -0.67436 -0.2 -0.2 0.2 0.209
H -0.79851 0.20582 -1.76456 -0.2 -0.2 0.4 0.370
H -2.23549 -0.30875 1.52045 0.3 0.0 -0.3 0.156
H -2.21018 -2.10896 1.11978 0.2 -0.2 0.2 0.186
N -1.32083 0.27192 -0.89392 0.0 -0.4 -0.3 -0.456
N -1.51818 -0.98794 -0.35911 0.2 1.2 -0.6 -0.225
S 1.81266 -0.91598 -0.28034 -0.2 0.3 0.6 -0.069

***

Record 3
16
Properties=species:S:1:pos:R:3:forces:R:3:nbo_charge:R:1 method="wB97M-V/def2-TZVPD" smiles=CCCN.O gap_ev=9.927 lumo_energy_ev=0.760 total_charge=0
C 0.68751 0.88219 -0.34829 0.1 0.9 1.0 -0.231
C 0.05699 -0.15071 -1.26735 -1.1 -0.3 -0.2 -0.431
C -0.97090 -0.98333 -0.46782 0.0 -1.0 -1.3 -0.612
N 0.11780 2.25690 -0.34881 0.1 -0.2 -0.9 -0.824
H 1.77597 0.93438 -0.42415 -0.1 0.2 -0.4 0.185
H 0.52791 0.61278 0.69904 0.0 -0.7 -0.2 0.191
H 0.81826 -0.79471 -1.71338 0.0 -0.2 0.3 0.204
H -0.46720 0.23305 -2.15024 0.3 0.7 0.2 0.198
H -1.68104 -1.54529 -1.08681 0.3 0.1 -0.5 0.194
H -1.65367 -0.44471 0.18548 0.6 0.3 0.4 0.205
H -0.38454 -1.75895 0.00039 -0.4 0.1 0.8 0.230
H -0.82883 2.17938 -0.70797 -0.2 0.1 0.3 0.343
H 0.57773 2.82122 -1.05757 0.1 0.0 0.0 0.344
H -0.19550 -1.88587 2.96025 -0.2 0.0 -0.3 0.470
H 1.05769 -1.39805 2.31465 -0.1 0.0 -0.3 0.469
O 0.16180 -1.68102 2.08399 0.4 0.0 1.1 -0.935

***

Record 4
54
Properties=species:S:1:pos:R:3:forces:R:3:nbo_charge:R:1 method="wB97M-V/def2-TZVPD" smiles="O=C(COc1ccc2c3c(c(=O)oc2c1)CCC3)N1CCN(c2ccccc2)CC1" gap_ev=8.214 lumo_energy_ev=0.324 total_charge=0
O 0.95750 4.61138 1.10825 -0.3 0.2 0.0 -0.625
C 1.35089 3.60274 1.66495 0.1 0.0 0.3 0.655
N 2.28299 2.80245 1.11266 0.2 0.0 -0.2 -0.439
C 2.88991 1.60549 1.62692 0.2 -0.4 0.1 -0.223
H 2.68047 1.48112 2.68832 0.1 0.0 -0.1 0.234
C 2.41669 0.35077 0.87531 0.0 -0.2 0.3 -0.227
N 2.13604 0.53021 -0.54349 0.1 0.3 0.1 -0.449
C 1.47229 -0.52198 -1.16551 0.1 -0.1 -0.1 0.266
C 1.47620 -1.81088 -0.61637 0.1 0.0 0.2 -0.307
C 0.86371 -2.86694 -1.26324 0.0 0.0 0.0 -0.185
C 0.22102 -2.68393 -2.47351 -0.1 -0.1 -0.1 -0.270
C 0.19434 -1.41456 -3.02226 0.0 -0.1 0.0 -0.187
C 0.80335 -0.35188 -2.38465 0.0 0.2 0.0 -0.299
H 0.74042 0.61352 -2.85639 0.0 0.1 0.0 0.223
H -0.31185 -1.23754 -3.95966 -0.1 0.0 -0.1 0.220
H -0.24346 -3.51421 -2.98323 -0.1 -0.1 0.0 0.211
H 0.89780 -3.84818 -0.81053 0.0 -0.1 0.0 0.208
H 1.97114 -2.01338 0.31898 0.1 0.0 0.1 0.214
C 1.88166 1.86243 -1.07057 0.1 0.2 -0.1 -0.223
H 2.23608 1.89158 -2.10539 -0.1 0.1 0.0 0.208
C 2.60392 2.95370 -0.28967 -0.2 0.1 -0.3 -0.222
H 2.26566 3.93438 -0.62571 0.1 -0.1 0.0 0.254
H 3.68739 2.87579 -0.41543 0.0 0.0 0.0 0.195
H 0.80474 2.08672 -1.06638 0.1 0.0 -0.1 0.194
H 3.21121 -0.39887 0.97185 -0.1 0.0 0.1 0.200
H 1.52285 -0.04336 1.37556 0.2 0.0 -0.1 0.200
H 3.97435 1.71878 1.50221 -0.1 0.0 0.1 0.196
C 0.79632 3.26927 3.05709 -0.2 0.4 0.0 -0.166
H -0.10913 3.87916 3.17076 0.2 -0.1 -0.1 0.216
O 0.52271 1.91752 3.36373 0.0 -0.1 0.1 -0.493
C -0.25991 1.17741 2.53673 -0.3 -0.4 -0.2 0.333
C -0.77178 1.60933 1.32432 0.0 0.2 0.0 -0.365
C -1.41017 0.69829 0.48485 0.2 -0.6 0.7 0.355
C -1.60416 -0.63614 0.88158 0.1 0.6 0.0 -0.114
C -1.14883 -1.02895 2.14617 0.0 0.2 -0.2 -0.161
C -0.48184 -0.14621 2.95530 0.1 0.3 0.2 -0.280
H -0.09615 -0.44651 3.91643 0.0 0.0 0.1 0.228
H -1.31169 -2.04464 2.47023 0.0 -0.1 0.0 0.220
C -2.26300 -1.48356 -0.05925 -0.2 0.2 -0.7 0.093
C -2.65123 -1.00353 -1.26351 0.1 -0.4 0.6 -0.143
C -2.41375 0.36102 -1.66871 -0.2 0.0 -0.4 0.764
O -2.69539 0.85996 -2.72939 0.1 -0.2 0.3 -0.570
O -1.80049 1.15733 -0.72329 0.0 0.3 0.0 -0.466
C -3.35282 -2.03663 -2.08589 -0.1 0.1 -0.1 -0.418
H -2.94224 -2.08622 -3.09360 0.0 0.0 -0.1 0.226
H -4.41114 -1.78052 -2.17736 0.0 0.0 -0.1 0.217
C -3.13858 -3.33842 -1.29035 0.0 0.0 0.0 -0.390
H -4.05221 -3.92692 -1.23120 0.0 -0.1 0.0 0.213
H -2.37904 -3.94623 -1.77936 0.0 0.0 0.0 0.210
C -2.64119 -2.92118 0.10757 0.0 0.0 0.0 -0.446
H -1.79307 -3.52198 0.43635 0.0 0.0 0.1 0.222
H -3.42755 -3.01023 0.86172 0.0 0.0 0.1 0.220
H -0.67298 2.62619 0.98313 0.0 0.1 -0.1 0.253
H 1.52198 3.58705 3.81290 -0.1 0.0 -0.1 0.220

***

Record 5
10
Properties=species:S:1:pos:R:3:forces:R:3:nbo_charge:R:1 method="wB97M-V/def2-TZVPD" smiles="N#[N+][O-].N#[N+][O-].N=C=O" gap_ev=11.678 lumo_energy_ev=0.696 total_charge=0
C 2.02347 -0.49156 -0.31597 1.3 -0.2 0.5 0.852
N 1.76243 -0.02468 0.76978 -1.3 0.8 0.5 -0.771
N -0.78195 -1.01671 -0.03164 0.0 0.8 -0.2 -0.157
N -1.07313 -2.08378 0.08076 0.6 2.7 -0.2 0.461
N -0.24355 2.62417 -0.42740 3.4 0.3 -1.1 -0.093
N -1.26886 2.44587 -0.09495 -1.3 0.2 0.5 0.437
O -2.36015 2.33045 0.27394 -2.1 -0.5 0.7 -0.342
O -1.39395 -3.16831 0.20608 -0.9 -3.6 0.4 -0.303
O 2.51190 -0.99404 -1.22700 0.0 -0.5 -1.4 -0.490
H 0.82378 0.37860 0.76641 0.4 0.0 0.5 0.405